Entry 1:
Entry from OMol25: 10 unconnected molecules or ions with the total composition C39H107N9O10 (ωB97M-V with the def2-TZVPD basis set).

Calculated values
* multiplicity: 1
* energy relative to the best compared isomer or geometry (same formula, charge and spin): 2.139 eV
* E: -76056.6396 eV
* SMILES: COC[C@H](C)N.COC[C@H](C)N.COC[C@H](C)N.COC[C@H](C)N.COC[C@H](C)N.COC[C@H](C)N.COC[C@H](C)N.COC[C@H](C)N.COC[C@H](C)N.CC(C)O
* E_LUMO: 0.6 eV
* E_HOMO: -8.73 eV
* net charge: 0
* Kohn-Sham gap: 0.3416 Eh

Cartesian coordinates (Å):
1 H 4.03 -2.00 5.30
2 N -0.82 -2.01 3.48
3 H 0.16 1.16 -4.08
4 H 1.85 -0.11 8.81
5 H 1.65 0.38 -3.80
6 H -3.23 -3.25 3.58
7 H 2.47 -1.97 7.21
8 H 2.52 0.71 -1.03
9 H 1.27 0.62 -7.39
10 C 3.61 -4.51 1.06
11 H -2.43 -4.87 3.34
12 H 5.62 -2.87 4.16
13 O 5.29 -3.23 2.17
14 H 3.84 2.49 1.55
15 H -0.07 1.49 -6.58
16 H 1.21 1.82 -0.52
17 H 3.42 2.54 -6.78
18 C 0.26 -5.87 4.79
19 C -2.71 4.09 0.27
20 H -1.34 0.04 -2.82
21 C 6.18 -2.99 3.23
22 C 1.20 0.03 0.53
23 H -0.09 -4.50 -0.05
24 H 1.27 3.63 -6.87
25 H -0.10 -0.78 6.56
26 C -3.53 -1.95 -4.42
27 H 0.90 1.96 -9.34
28 H -1.12 -3.64 4.81
29 H 0.68 -0.19 -5.10
30 H -0.81 4.87 -2.61
31 H 1.77 0.49 1.34
32 H -2.91 5.82 4.20
33 H -4.40 2.68 2.95
34 H -2.47 -1.09 -2.15
35 H -2.80 1.43 -4.66
36 H 1.37 3.71 -9.42
37 H -3.64 7.90 -1.79
38 C -3.96 3.44 2.27
39 H -2.09 3.78 -0.54
40 C 1.57 2.82 2.85
41 O -0.16 0.09 0.78
42 H 1.37 -4.98 -4.39
43 H 0.48 -2.26 8.96
44 O -3.22 0.44 -6.32
45 C -2.35 -3.77 3.14
46 H -0.84 -2.43 8.08
47 H -2.47 -3.70 2.02
48 C -2.71 -0.67 -4.21
49 H -2.36 4.59 -6.39
50 C 1.49 2.79 -7.50
51 H 4.28 3.23 3.09
52 H 0.61 -6.90 4.77
53 H 3.51 -6.67 0.69
54 H -4.40 4.84 4.44
55 C 0.09 -4.23 3.14
56 C -1.80 4.86 -4.44
57 H -3.55 6.10 -4.75
58 H -2.37 -6.29 -0.96
59 N 0.11 4.70 3.67
60 H 6.78 -2.07 2.91
61 O 2.62 1.88 3.06
62 H 1.88 -5.85 0.46
63 H -4.81 2.24 0.10
64 H 2.92 -3.65 1.28
65 H 1.37 2.09 5.56
66 N -0.14 -1.80 8.38
67 H -4.79 4.10 1.91
68 H 2.78 -1.56 0.29
69 H 4.02 -4.56 3.16
70 H 6.92 -3.79 3.32
71 H 2.01 4.29 4.32
72 O -2.59 6.68 -2.97
73 H -4.85 1.71 -6.88
74 C 0.83 2.92 -8.86
75 H 1.06 -3.85 3.56
76 H -3.56 4.62 -0.18
77 N 2.97 2.75 -7.68
78 H 2.01 -3.28 -3.80
79 H 0.67 1.01 8.08
80 C -3.74 1.61 -6.95
81 H -2.99 -2.83 -4.33
82 H 1.07 -1.88 -0.47
83 H 2.78 -2.84 4.33
84 H -0.25 3.11 -8.81
85 C -2.50 6.21 -4.37
86 H 2.59 -6.20 2.15
87 C -3.17 2.88 1.10
88 H -0.87 5.15 -6.30
89 H 0.17 5.53 -3.90
90 H 1.69 3.47 1.92
91 H 0.14 -4.04 2.04
92 H -0.61 -5.82 5.37
93 H 0.94 0.35 -1.58
94 C 1.68 -1.38 0.33
95 C 3.08 -1.89 4.70
96 H 5.34 -5.21 2.30
97 H 0.50 3.54 6.03
98 C 1.29 0.15 7.90
99 C -3.74 5.31 3.68
100 C -3.35 0.59 -4.91
101 C 2.82 -5.87 1.11
102 C -0.83 -4.72 -0.87
103 C 3.92 2.30 2.63
104 C 1.00 0.67 -4.61
105 C 1.45 0.82 -0.78
106 C -0.55 4.77 -3.64
107 H -1.52 -1.43 3.94
108 H 0.50 5.33 3.02
109 H -3.15 2.46 -6.54
110 C -3.65 7.60 -2.80
111 H -3.47 1.52 -7.99
112 C 1.76 -4.30 -3.53
113 H -2.06 -2.92 -0.59
114 N -1.51 4.46 -5.89
115 H -2.31 2.42 1.60
116 H 3.25 -1.27 3.79
117 H 1.05 -5.21 5.21
118 H -0.72 -2.68 -1.39
119 H 3.23 1.95 -8.21
120 H -0.35 2.48 5.00
121 H 0.73 2.13 2.44
122 H 4.64 1.50 2.81
123 O -0.01 -5.62 3.40
124 H 0.48 -6.17 -2.01
125 C 4.59 -4.41 2.21
126 N -3.92 1.89 0.42
127 C -0.06 -5.21 -2.13
128 H 0.05 3.84 -3.88
129 C -1.87 -5.64 -0.23
130 H -3.47 8.55 -3.35
131 O -3.10 4.31 2.94
132 H -0.43 -0.52 1.50
133 H -1.75 -0.77 -4.75
134 N -1.50 -3.34 -1.30
135 O 2.00 -1.27 5.41
136 C -1.06 -3.38 3.75
137 C 1.63 -1.89 6.59
138 H -3.99 -1.90 -5.38
139 O 1.69 1.50 -5.49
140 C 0.63 -1.07 7.34
141 C 1.04 1.53 -6.74
142 H -4.58 7.13 -3.15
143 H -3.49 1.47 -0.40
144 N 4.33 -4.38 -0.21
145 C 1.14 3.70 4.02
146 H -4.26 6.03 3.00
147 H 4.93 -3.57 -0.19
148 H 1.21 -2.90 6.33
149 C 0.67 2.87 5.22
150 H -1.47 -6.24 0.59
151 H -4.37 -1.94 -3.71
152 H -2.11 4.72 0.96
153 O 0.89 -4.13 -2.39
154 H -0.75 4.21 3.34
155 H -4.39 0.79 -4.62
156 H 2.66 -4.66 -3.10
157 H -0.73 -5.35 -2.98
158 H -1.94 6.97 -4.97
159 N -2.34 -0.34 -2.82
160 H 1.48 -2.02 1.17
161 H -2.67 -5.09 0.25
162 H -2.49 4.14 -3.96
163 H 0.11 -1.67 3.69
164 H 3.51 -4.12 -0.80
165 H 2.00 0.42 7.16

These are the Mulliken partial charges, in e, on atoms 1 to 8: H 0.38; N -0.20; H -0.03; H 0.37; H 0.26; H 0.44; H 0.60; H 0.39


Entry 2:
Entry from OMol25: 2 unconnected molecules or ions with the total composition CH2Cl3OPS2 (ωB97M-V with the def2-TZVPD basis set).

Calculated values
* multiplicity: 3
* energy relative to the best compared isomer or geometry (same formula, charge and spin): 0.000 eV
* E: -71641.9276 eV
* E_LUMO (spin up / spin down): 0.3 / -2.3 eV
* E_HOMO (spin up / spin down): -8.25 / -9.28 eV
* net charge: 0
* Kohn-Sham gap (spin up / spin down): 0.3159 / 0.2561 Eh

Cartesian coordinates (Å):
1 Cl 2.62 -3.13 0.70
2 C 2.32 -2.63 -0.92
3 Cl 1.26 -3.49 -1.84
4 H 1.26 -0.16 1.90
5 P 0.07 -0.43 0.17
6 S -0.54 1.25 -1.08
7 H -0.76 0.55 -2.26
8 S -1.47 -1.38 0.91
9 O 1.02 0.44 1.19
10 Cl 3.77 -1.94 -1.51

These are the natural (NBO) partial charges, in e, on atoms 1 to 8: Cl 0.04; C -0.25; Cl 0.14; H 0.50; P 0.98; S -0.29; H 0.17; S -0.39


Entry 3:
Entry from OMol25: 2 unconnected molecules or ions with the total composition C5H11NO (ωB97M-V with the def2-TZVPD basis set).

Calculated values
* multiplicity: 1
* energy relative to the best compared isomer or geometry (same formula, charge and spin): 3.604 eV
* E: -8898.0935 eV
* SMILES: C=C(N)/C=C/C.O
* E_LUMO: 0.7 eV
* E_HOMO: -8.29 eV
* net charge: 0
* Kohn-Sham gap: 0.3316 Eh

Cartesian coordinates (Å):
1 H 1.58 -0.66 -2.52
2 O 4.03 1.80 3.05
3 H -0.56 2.09 -1.78
4 H -0.42 0.94 -3.26
5 H -0.25 0.65 0.70
6 H -2.38 -0.27 2.15
7 H -2.59 -1.99 1.67
8 H 0.45 -1.85 -1.68
9 H -1.14 -2.12 -0.10
10 H 3.54 2.55 2.69
11 H -3.24 -0.57 0.76
12 C 0.04 0.10 -1.42
13 C -1.24 -1.15 0.37
14 H 4.29 1.43 2.19
15 N 0.86 -0.96 -1.90
16 C -0.40 -0.15 -0.01
17 C -2.39 -0.97 1.30
18 C -0.19 1.15 -2.22

These are the natural (NBO) partial charges, in e, on atoms 1 to 8: H 0.41; O -0.92; H 0.20; H 0.22; H 0.20; H 0.23; H 0.21; H 0.39